C30H29CuN7S | ωB97M-V/def2-TZVPD

Its total charge is +1. The largest force on an atom is 0.0148 hartree/bohr. Its relative energy (zero: lowest compared OMol25 entry of this formula, charge and spin) is 24.0 kJ/mol. For the HOMO energy, the calculation gives -0.3521 Ha. For the HOMO-LUMO gap, the calculation gives 7.3 eV. For the total energy, the calculation gives -97485.1724 eV. The value obtained for the LUMO energy is -2.30 eV.

Each line ends with the natural charge from an NBO analysis.
Geometry (Å):
1 Cu 0.039 0.677 -0.333  0.85
2 C 3.167 -1.114 0.029  -0.66
3 C 3.416 0.298 -0.421  0.25
4 C 4.701 0.702 -0.782  -0.24
5 C 4.915 2.013 -1.160  -0.15
6 C 3.843 2.891 -1.175  -0.23
7 C 2.591 2.418 -0.805  0.17
8 N 2.389 1.148 -0.433  -0.48
9 C 1.391 3.290 -0.821  0.19
10 C 1.462 4.675 -0.722  -0.22
11 C 0.286 5.403 -0.762  -0.15
12 C -0.920 4.743 -0.921  -0.22
13 C -0.914 3.356 -1.010  0.19
14 N 0.222 2.662 -0.943  -0.49
15 C -2.142 2.546 -1.188  0.17
16 C -3.340 3.108 -1.604  -0.23
17 C -4.444 2.287 -1.754  -0.15
18 C -4.312 0.937 -1.497  -0.24
19 C -3.074 0.432 -1.100  0.25
20 C -2.901 -1.031 -0.850  -0.67
21 N -2.016 1.233 -0.946  -0.50
22 H 3.888 -1.405 0.796  0.22
23 H 3.283 -1.802 -0.810  0.23
24 H 2.152 -1.215 0.408  0.24
25 H 5.517 -0.009 -0.765  0.22
26 H 5.902 2.353 -1.441  0.23
27 H 3.980 3.919 -1.478  0.22
28 H 2.408 5.181 -0.592  0.23
29 H 0.311 6.481 -0.669  0.23
30 H -1.841 5.307 -0.955  0.23
31 H -3.411 4.164 -1.823  0.22
32 H -5.393 2.696 -2.071  0.23
33 H -5.158 0.270 -1.595  0.23
34 H -3.761 -1.444 -0.321  0.22
35 H -1.997 -1.219 -0.282  0.25
36 H -2.810 -1.551 -1.806  0.24
37 N 0.879 0.787 3.745  -0.52
38 C 1.118 0.535 2.435  0.24
39 N 0.026 0.463 1.722  -0.58
40 C -1.017 0.690 2.613  0.16
41 C -2.397 0.730 2.425  -0.22
42 C -3.191 0.984 3.526  -0.21
43 C -2.646 1.195 4.800  -0.20
44 C -1.283 1.154 5.008  -0.23
45 C -0.488 0.897 3.898  0.09
46 H 1.570 0.881 4.467  0.43
47 H 2.111 0.414 2.038  0.22
48 H -2.828 0.571 1.448  0.22
49 H -4.266 1.023 3.407  0.22
50 H -3.307 1.394 5.632  0.22
51 H -0.849 1.316 5.986  0.22
52 C 1.653 -5.816 -3.101  -0.66
53 C 1.034 -4.906 -2.095  0.32
54 C 0.526 -5.305 -0.893  -0.36
55 C -0.041 -4.321 -0.053  0.35
56 N -0.043 -3.041 -0.369  -0.51
57 C 0.452 -2.632 -1.547  0.27
58 S 0.494 -1.044 -2.071  -0.26
59 N 0.970 -3.592 -2.400  -0.54
60 C -0.679 -4.704 1.241  -0.66
61 H 1.571 -6.852 -2.786  0.25
62 H 2.709 -5.573 -3.232  0.24
63 H 1.161 -5.699 -4.068  0.24
64 H 0.553 -6.343 -0.598  0.24
65 H 1.309 -3.258 -3.292  0.43
66 H -0.750 -5.784 1.346  0.22
67 H -1.676 -4.266 1.297  0.25
68 H -0.104 -4.299 2.074  0.25

---

C23H33O6RbS2 | ωB97M-V/def2-TZVPD

Its total charge is -2. The largest force on an atom is 0.0076 hartree/bohr. Its relative energy (zero: lowest compared OMol25 entry of this formula, charge and spin) is 9.6 kJ/mol. For the HOMO energy, the calculation gives -0.0538 Ha. For the HOMO-LUMO gap, the calculation gives 5.6 eV. For the total energy, the calculation gives -59000.8875 eV. The value obtained for the LUMO energy is 4.14 eV.

Each line ends with the natural charge from an NBO analysis.
Geometry (Å):
1 Rb -0.307 -0.013 0.379  0.93
2 C -2.386 -0.396 2.683  -0.41
3 C -3.011 0.531 1.811  -0.10
4 C -3.533 -0.227 0.715  -0.16
5 C -3.199 -1.579 0.959  -0.39
6 C -2.511 -1.692 2.171  -0.07
7 C -1.997 -2.981 2.780  -0.09
8 C -1.231 -2.713 4.076  -0.60
9 C -3.179 -3.912 3.099  -0.59
10 C -1.057 -3.702 1.804  -0.60
11 C -4.258 0.181 -0.571  -0.07
12 C -3.317 0.886 -1.561  -0.60
13 C -5.500 1.047 -0.304  -0.60
14 C -4.786 -1.057 -1.316  -0.59
15 C -3.141 2.002 2.230  -0.08
16 C -2.891 3.030 1.118  -0.60
17 C -4.530 2.253 2.850  -0.60
18 C -2.109 2.347 3.319  -0.60
19 H -1.856 -0.140 3.588  0.19
20 H -3.432 -2.405 0.302  0.19
21 H -1.870 -2.223 4.814  0.20
22 H -0.368 -2.071 3.892  0.22
23 H -0.869 -3.654 4.503  0.18
24 H -3.874 -3.420 3.784  0.20
25 H -2.834 -4.846 3.557  0.18
26 H -3.729 -4.155 2.189  0.20
27 H -0.171 -3.098 1.596  0.23
28 H -1.561 -3.895 0.856  0.20
29 H -0.720 -4.661 2.216  0.18
30 H -2.839 1.769 -1.147  0.22
31 H -3.860 1.188 -2.465  0.18
32 H -2.521 0.203 -1.869  0.21
33 H -5.253 2.016 0.120  0.20
34 H -6.166 0.537 0.396  0.20
35 H -6.049 1.225 -1.237  0.18
36 H -3.973 -1.718 -1.616  0.21
37 H -5.311 -0.738 -2.222  0.18
38 H -5.480 -1.628 -0.695  0.20
39 H -3.626 2.980 0.319  0.19
40 H -1.897 2.910 0.681  0.23
41 H -2.936 4.040 1.538  0.19
42 H -5.332 2.035 2.146  0.20
43 H -4.628 3.295 3.177  0.18
44 H -4.667 1.601 3.715  0.20
45 H -1.088 2.164 2.980  0.22
46 H -2.282 1.778 4.232  0.20
47 H -2.185 3.410 3.570  0.18
48 O 3.756 -2.241 -0.420  -1.02
49 S 2.745 -1.202 -0.279  2.40
50 O 1.726 -1.191 -1.312  -1.01
51 O 2.153 -1.145 1.057  -1.05
52 C 3.708 0.373 -0.419  -0.20
53 C 5.068 0.141 -0.241  -0.23
54 C 6.022 1.149 -0.239  -0.24
55 C 5.610 2.451 -0.434  -0.24
56 C 4.258 2.701 -0.623  -0.21
57 C 3.287 1.705 -0.617  -0.33
58 S 1.598 2.431 -0.820  2.41
59 O 1.853 3.772 -1.325  -1.02
60 O 0.850 1.569 -1.716  -1.01
61 O 1.034 2.415 0.531  -1.05
62 H 5.381 -0.883 -0.101  0.24
63 H 7.066 0.899 -0.089  0.19
64 H 6.314 3.275 -0.444  0.19
65 H 3.927 3.716 -0.788  0.24

---

C15H42BINO10 | ωB97M-V/def2-TZVPD

Its total charge is -1. The largest force on an atom is 0.0356 hartree/bohr. For the HOMO energy, the calculation gives -0.1697 Ha. For the HOMO-LUMO gap, the calculation gives 7.0 eV. For the total energy, the calculation gives -46980.8030 eV. The value obtained for the LUMO energy is 2.34 eV.

Each line ends with the natural charge from an NBO analysis.
Geometry (Å):
1 C -0.888 -1.152 -4.055  -0.27
2 O -0.234 -1.922 -5.072  -0.76
3 B 1.006 -2.337 -4.635  1.31
4 O 1.958 -1.333 -4.401  -0.92
5 N 1.422 -3.733 -4.432  -0.93
6 C 0.770 -4.400 -3.342  -0.19
7 I -1.335 -4.914 -3.726  -0.08
8 C 0.982 -3.657 -1.970  0.71
9 O 0.094 -3.800 -1.097  -0.79
10 O 2.026 -3.014 -1.850  -0.73
11 H -0.188 -0.543 -3.501  0.21
12 H -1.464 -1.778 -3.381  0.20
13 H -1.583 -0.471 -4.541  0.17
14 H 2.092 -0.898 -5.247  0.48
15 H 1.413 -4.295 -5.272  0.38
16 H 1.247 -5.366 -3.232  0.21
17 C 1.373 2.320 -0.744  -0.64
18 C 0.218 1.378 -0.452  -0.05
19 O 0.100 0.391 -1.465  -0.73
20 H 1.228 2.811 -1.708  0.21
21 H 1.459 3.083 0.034  0.20
22 H 2.316 1.771 -0.801  0.20
23 H -0.721 1.931 -0.416  0.16
24 H 0.359 0.877 0.512  0.16
25 H 0.928 -0.106 -1.483  0.48
26 C -1.636 -2.774 2.840  -0.64
27 C -1.171 -4.212 2.996  -0.05
28 O -1.568 -5.003 1.889  -0.73
29 H -2.722 -2.736 2.741  0.20
30 H -1.340 -2.168 3.701  0.19
31 H -1.211 -2.331 1.937  0.22
32 H -1.611 -4.663 3.887  0.16
33 H -0.079 -4.250 3.092  0.15
34 H -1.169 -4.611 1.097  0.50
35 C -0.386 0.497 4.680  -0.63
36 C 0.716 0.929 3.728  -0.07
37 O 0.492 2.270 3.271  -0.73
38 H -1.361 0.558 4.192  0.21
39 H -0.229 -0.528 5.021  0.21
40 H -0.420 1.154 5.554  0.19
41 H 0.738 0.288 2.849  0.18
42 H 1.683 0.877 4.211  0.19
43 H 0.480 2.844 4.040  0.45
44 C 5.577 -1.105 3.226  -0.63
45 C 4.071 -1.052 3.042  -0.07
46 O 3.556 0.249 3.336  -0.73
47 H 5.845 -0.835 4.248  0.20
48 H 5.962 -2.103 3.013  0.21
49 H 6.071 -0.392 2.561  0.20
50 H 3.579 -1.748 3.719  0.17
51 H 3.800 -1.319 2.017  0.18
52 H 3.973 0.873 2.734  0.46
53 C -3.574 1.034 1.017  -0.64
54 C -4.330 1.856 -0.011  -0.06
55 O -4.977 1.028 -0.973  -0.72
56 H -2.827 0.406 0.531  0.23
57 H -3.072 1.680 1.741  0.21
58 H -4.255 0.369 1.554  0.19
59 H -3.647 2.505 -0.559  0.17
60 H -5.082 2.485 0.480  0.14
61 H -5.590 0.457 -0.502  0.46
62 C -1.745 5.904 -3.010  -0.63
63 C -0.750 4.803 -2.690  -0.07
64 O 0.302 4.771 -3.652  -0.72
65 H -2.169 5.755 -4.004  0.21
66 H -2.557 5.925 -2.281  0.21
67 H -1.253 6.881 -3.010  0.19
68 H -1.237 3.829 -2.709  0.19
69 H -0.317 4.951 -1.695  0.16
70 H 0.743 5.624 -3.630  0.45

---

Q: LUMO of number 1 (C30H29CuN7S)?
A: -2.30 eV

---

Q: What is the formula in the third record?
A: C15H42BINO10